# 1
Here is a cluster of 9 separate species, C35H73O20P in total at a distorted geometry from OMol25. Energies are from ωB97M-V/def2-TZVPD.

Properties
- HOMO energy (Ha) = -0.36634
- energy (eV) = -87722.3206
- Kohn-Sham gap (eV) = 10.4
- molecular weight (g/mol) = 844.92
- energy above the lowest of the compared OMol25 structures with the same formula, charge and spin (eV) = 0.000
- SMILES = COP(=O)(OC)OC.CCOC(C)=O.CCOC(C)=O.CCOC(C)=O.CCOC(C)=O.CCOC(C)=O.CCOC(C)=O.CCOC(C)=O.CCOC(C)=O

The geometry in ORCA input format:
```
! wB97M-V def2-TZVPD RIJCOSX def2/J DEFGRID3
* xyz 0 1
P 2.83218 -1.15321 -5.07709
O 2.99180 -0.51342 -6.49620
O -3.91775 -2.54294 -0.45018
O -3.34387 5.81136 4.34687
O -4.53912 2.19323 -5.73117
O 1.12048 -5.61264 -1.58285
O 0.77592 -6.06254 0.58767
O 4.27967 -1.65695 -4.68888
O 1.78105 -2.16722 -4.95441
O 7.74642 0.77435 0.46255
O 2.70580 0.11284 -4.13421
O 2.17206 2.43333 3.32515
O -2.45045 5.21809 2.37666
O 2.65608 2.50505 5.51943
O 1.99259 -3.10887 2.88218
O -4.10876 -4.74709 -0.11626
O 5.59846 1.32052 0.78684
O 0.54866 -1.61871 3.72570
O -1.93011 1.17486 -1.53329
O 0.03331 0.72792 -0.55737
O -6.18655 2.97897 -4.42369
C 0.02280 2.02102 0.06681
C -6.10585 -3.53715 -0.15669
C -1.05413 -1.05186 -1.62938
C 1.88730 1.29837 5.74203
C -4.95475 2.47311 -4.63995
C -3.70949 3.58840 3.54048
C 1.61603 -1.97300 3.00982
C -1.70511 -2.28309 4.11415
C 7.03437 1.31930 2.67348
C -1.03746 0.40764 -1.29208
C -4.60364 -3.50225 -0.22456
C -3.54384 8.00195 3.32865
C 5.33656 1.04842 -0.59967
C 6.84038 1.07478 1.19756
C -3.10209 4.95125 3.35430
C -0.71563 1.93869 1.37214
C 2.31322 -7.74963 -1.64530
C 1.42039 0.72180 -3.97301
C -6.70801 4.83415 -5.92046
C -0.24471 -2.64311 4.29634
C 4.44655 -2.36636 -3.46429
C 3.73738 4.07099 4.13183
C 3.92169 1.52340 -0.92195
C -4.24442 2.11849 -3.36048
C 2.73972 2.94238 4.26057
C -2.37707 -5.16267 -1.74686
C 2.83272 -1.30633 -7.67804
C -2.68760 -4.88605 -0.29660
C 1.00406 -5.27897 -0.29205
C 1.07872 -3.78565 -0.11680
C -6.93045 3.37158 -5.58328
C 2.41537 0.66307 7.00981
C -2.75338 7.10341 4.24305
C 1.03668 -6.99476 -1.92866
C 2.26053 -0.76274 2.39963
H 3.93607 1.91018 -1.94051
H 4.70172 -3.40122 -3.67471
H 2.86996 -0.92722 1.51998
H 3.68540 4.68687 5.02825
H -2.84070 7.51051 5.25719
H 1.32608 1.67289 -4.50023
H -7.97901 3.22582 -5.31626
H 0.84170 1.59236 5.82583
H -0.39955 2.77523 -0.59219
H -2.62655 -4.29903 -2.36056
H -4.61761 3.61038 4.13957
H -1.33784 -5.45690 -1.89648
H -1.86248 -2.03890 3.05970
H -3.01329 8.93854 3.17971
H 2.00260 0.63467 4.89043
H -3.35683 2.73891 -3.26517
H -3.55779 7.52069 2.34274
H -0.26684 1.32997 2.15723
H 1.97731 -0.92760 -8.22861
H -1.50301 -1.17036 -2.61661
H -1.72139 -1.56238 -0.93337
H 2.26106 1.26448 7.90265
H -3.95348 1.07392 -3.42619
H 7.46009 0.47491 3.21243
H 2.94051 -0.44674 3.20234
H -5.63497 5.02150 -5.97854
H 2.20642 -8.76175 -2.04215
H 3.65435 2.34946 -0.26366
H -1.67742 7.10599 4.07904
H 3.75214 -1.24683 -8.25712
H -6.52595 -3.27557 0.81383
H 7.75556 2.13290 2.72902
H 1.42544 -3.50127 0.87170
H -2.40076 -5.68900 0.37855
H -7.15022 5.49690 -5.17335
H 2.67262 -2.36052 -7.44627
H -2.37628 -3.08381 4.41350
H 3.46598 0.40110 6.90769
H 5.55777 0.01057 -0.84511
H -1.71068 1.54135 1.15321
H -6.42958 -4.54811 -0.39678
H 0.06681 -3.42389 -0.30293
H 4.73516 3.62503 4.16104
H -7.21063 5.11645 -6.84607
H 1.24567 0.91132 -2.91664
H 3.59740 4.57417 3.18418
H 3.24546 -7.26615 -1.92134
H 1.07134 2.26627 0.23991
H 6.01985 1.63042 -1.22272
H -2.17486 -3.97543 0.01262
H 2.37091 -7.92517 -0.56505
H -4.87927 2.22843 -2.48581
H -0.85232 2.91469 1.84526
H -2.95186 2.94525 3.98775
H -1.97257 -1.36926 4.65033
H 1.84029 -0.25956 7.14936
H 0.23881 -7.45273 -1.33517
H -4.58807 8.04465 3.62204
H -0.06412 -1.49735 -1.65058
H -2.94280 -6.02791 -2.10613
H -3.95813 3.20233 2.55611
H 3.56136 -2.35953 -2.82421
H -6.55965 -2.86111 -0.87927
H 1.52669 0.02103 2.24426
H 6.07847 1.51770 3.15793
H -0.03778 -3.61169 3.83260
H -6.68961 2.71320 -6.41398
H 5.23327 -1.85281 -2.91178
H 0.00083 -2.82033 5.34885
H 1.73809 -3.35799 -0.87113
H 0.66283 0.05964 -4.39645
H 0.71863 -7.04356 -2.96748
H 3.15461 0.75543 -0.82429
*
```

# 2
Here is a cluster of 5 separate species, C35H74BrN4O4 in total at a distorted geometry from OMol25. Energies are from ωB97M-V/def2-TZVPD.

Properties
- HOMO energy (Ha) = -0.56398
- energy (eV) = -121651.5923
- Kohn-Sham gap (eV) = 4.7
- molecular weight (g/mol) = 694.91
- energy above the lowest of the compared OMol25 structures with the same formula, charge and spin (eV) = 4.977

The geometry in ORCA input format:
```
! wB97M-V def2-TZVPD RIJCOSX def2/J DEFGRID3
* xyz 3 1
Br -0.59102 0.03919 -0.15442
O -0.76881 -3.42358 -2.06122
O 5.17489 -1.06146 2.70188
O -3.04572 -0.05672 2.76387
O -0.53943 4.03200 -1.78941
N -1.77562 -4.24253 0.75691
N -0.37352 2.93184 -2.61846
N -2.88139 1.33324 2.90045
N 4.70301 -0.71508 1.42918
C -1.64985 3.99357 2.32654
C 6.70264 0.72240 1.01703
C 1.50434 3.79366 -4.05800
C 2.01966 2.69745 -1.79886
C -4.84913 3.02596 2.61756
C 0.10859 1.08474 -4.85526
C 1.06293 2.63882 -3.11538
C -0.23064 -3.84783 0.77558
C 5.10120 0.14502 -0.89019
C 3.69748 -2.97408 0.94795
C -1.57423 2.61274 -3.46991
C 5.80318 -0.41007 0.43023
C 6.75614 -1.68690 0.18889
C 2.16993 -1.16396 1.91336
C -0.85551 2.90919 3.07855
C 2.96794 -0.94080 -0.38360
C 0.35924 -3.96413 2.23777
C -2.37269 2.60397 4.95895
C 3.37189 -1.48691 1.01368
C -4.13153 -3.30542 1.44309
C -2.75122 2.40653 -2.52179
C 1.13006 1.23934 -3.65305
C -1.76550 1.88807 3.88722
C -2.36585 -4.67163 -0.67260
C -2.67948 3.43407 1.40648
C -2.58878 -3.09125 1.45287
C -0.47792 -2.34780 -2.92370
C -3.62786 2.30255 1.92999
C -1.94203 -5.58737 1.60996
C -2.14560 -3.50731 -1.69481
C -1.92495 3.76175 -4.53089
C -0.85418 0.66759 4.37001
C -4.11718 1.58031 0.73901
C 4.04221 -0.81257 -1.43432
C -1.30155 1.30030 -4.26049
H -3.03410 1.85902 5.40131
H -0.06775 -3.27691 2.96818
H -1.14689 -1.49678 -2.79588
H -0.07306 3.33499 3.70669
H -4.54280 -2.47754 2.02065
H 2.15065 -0.07490 1.95445
H 2.49966 3.53849 -4.42176
H 2.56385 0.06587 -0.27672
H 2.17083 1.06190 -3.92397
H 0.13080 1.83679 -5.64395
H -2.41373 1.79459 -1.68530
H 1.43380 -3.78943 2.29179
H -4.86600 0.80410 0.89665
H 4.13806 -3.40175 1.84855
H 0.51634 -2.00470 -2.63762
H -1.28575 0.10249 5.19616
H -0.41908 -2.68194 -3.95955
H -5.52773 3.55011 1.94460
H -5.49710 2.32610 3.14521
H 2.20398 -1.58053 -0.82543
H 7.12575 -2.20222 1.07543
H -3.57147 1.84149 -2.96454
H -0.37672 2.30225 2.31012
H -1.71576 4.66784 -3.96225
H 0.18167 -4.95277 2.66105
H -1.13682 -6.21759 1.23239
H -4.57520 2.19384 -0.03682
H -2.42721 -2.19139 0.85938
H 6.06192 1.57994 1.22248
H -3.28506 4.22769 0.96883
H -2.39572 -2.59942 -1.14593
H -4.45698 3.79812 3.27944
H -3.37344 0.99175 0.20184
H -2.12399 3.04226 0.55441
H -4.42399 -4.21700 1.96424
H 1.41990 4.81452 -3.68541
H 4.70783 1.15746 -0.79894
H -0.07923 -2.88027 0.29703
H -1.41245 0.46323 -3.57121
H 0.08043 1.02641 4.80111
H 2.28933 -1.57916 2.91408
H -2.96934 -5.91280 1.44621
H 4.29233 -3.23607 0.07296
H 3.04377 2.36702 -1.97241
H -0.65338 -0.01669 3.54567
H 2.75661 -3.40149 0.60128
H 1.98456 3.65334 -1.27623
H 0.93461 3.85349 -4.98532
H -2.09431 4.63203 3.09003
H -1.20375 3.75587 -5.34816
H -2.17524 -2.96824 2.45385
H -1.87863 -5.61864 -0.90478
H -1.84941 -5.34231 2.66801
H -3.20346 3.32412 -2.14547
H 1.17740 -1.53365 1.65584
H 0.15163 0.13530 -5.38894
H -2.93861 3.69268 -4.92563
H 6.21486 -2.44117 -0.38224
H -3.44525 -4.80738 -0.60510
H -2.10832 1.16874 -4.98153
H -2.88317 -3.56654 -2.49517
H -0.97202 4.59260 1.71842
H 3.54084 -0.37902 -2.29962
H -4.48877 -3.29246 0.41337
H 7.61268 -1.50198 -0.45937
H 5.90159 0.23010 -1.62521
H 0.35008 -4.49963 0.12287
H 7.44704 1.13489 0.33599
H 7.21302 0.34143 1.90160
H -1.66424 2.99282 5.69038
H 1.62686 1.99678 -1.06206
H 0.95048 0.38702 -2.99775
H 4.38835 -1.76105 -1.84503
H -2.99932 3.41698 4.59227
*
```

# 3
Here is a cluster of 4 separate species, C35H76FN3O15P3 in total at a distorted geometry from OMol25. Energies are from ωB97M-V/def2-TZVPD.

Properties
- HOMO energy (Ha) = -0.38595
- energy (eV) = -103286.9238
- Kohn-Sham gap (eV) = 8.3
- molecular weight (g/mol) = 890.92

The geometry in ORCA input format:
```
! wB97M-V def2-TZVPD RIJCOSX def2/J DEFGRID3
* xyz 1 1
P 11.28474 -2.36138 -8.38417
P 1.64101 -3.17015 -2.35723
P 4.58711 -0.33327 -7.20667
F -1.75492 2.72867 0.64571
O -6.53820 0.26688 2.13628
O 9.85650 -2.15859 -8.64252
O 0.08624 -2.70553 -2.27789
O 12.07981 -2.07731 -9.76623
O 4.46965 -0.81319 -5.80512
O -1.98049 6.36357 5.55269
O 11.47734 -3.35004 -7.14397
O 11.92330 -1.11150 -7.58136
O 3.79136 -1.30169 -8.23067
O 2.16431 -1.87079 -1.51265
O 1.95715 -4.21259 -1.33936
O -2.74585 3.19513 4.19402
O 1.34333 -4.28098 -3.56589
O 3.43123 0.79945 -7.30154
O 6.04938 -0.93638 -7.61525
N -3.37762 1.56203 2.67341
N -2.70503 -0.13739 4.66948
N -4.71189 1.58003 8.56242
C -5.28556 1.03815 7.45709
C -6.77951 2.36043 8.40940
C -4.13279 5.35969 4.98643
C -2.96860 0.18706 2.17275
C -5.66550 -0.36991 4.30771
C -3.35633 1.35858 9.04596
C -1.75157 0.94144 4.49586
C -2.21340 1.94777 6.86304
C 13.17744 -2.91464 -10.19815
C -1.19169 1.49700 5.79719
C -0.56510 -2.19173 -3.44190
C 3.38431 -2.00314 -0.77197
C -3.92722 -2.96765 0.66817
C -3.91580 2.59883 1.74898
C -6.90011 -0.08855 3.46397
C 3.26926 1.69343 -6.19038
C -3.25320 0.42383 -0.39841
C 10.59956 -4.49109 -7.03982
C -2.39259 0.89741 7.96446
C -6.55866 1.49586 7.30399
C 1.76063 -4.10202 -4.93210
C -3.67814 -3.94508 1.84326
C -2.89041 3.42686 0.98666
C -2.25214 2.06763 3.53716
C 13.30768 -0.79492 -7.67955
C -3.57301 -0.37378 0.88310
C -4.62318 -1.26558 3.57718
C -7.31046 1.33351 1.61207
C -3.20811 -0.71110 3.42198
C -2.92917 -1.78052 0.62737
C -5.64746 2.38002 9.15515
C -1.90125 4.33324 4.21349
C -2.68808 5.61771 4.58647
C 6.99993 -0.18528 -8.42374
C 4.18077 -1.40433 -9.60058
H -4.65012 -0.51108 0.89914
H -3.40622 0.63946 9.86475
H 10.38019 -4.92861 -8.01095
H -7.55236 -0.96697 3.48409
H 13.46413 -0.05422 -8.46521
H -2.70085 6.25756 3.70323
H -7.19938 2.21734 2.24653
H -3.43253 0.19515 5.29079
H 7.93420 -0.10416 -7.87471
H -1.89770 0.22996 1.96880
H -5.06291 -1.59014 2.64229
H 2.37225 -4.94936 -5.23568
H 4.12009 -2.60532 -1.29770
H -7.49390 0.72374 3.89354
H 4.65408 -0.49181 -9.96703
H 2.77158 2.58718 -6.56171
H 7.18414 -0.72628 -9.34909
H -2.50794 -1.81631 -0.37522
H -1.40041 4.50701 3.25701
H 4.86946 -2.24071 -9.72568
H -3.52526 -0.19959 -1.24821
H -7.70016 2.88191 8.60464
H -4.52411 -2.16797 4.17925
H -4.72421 0.34176 6.86116
H -2.06264 -1.93920 1.26958
H -5.27300 0.57153 4.70421
H -8.35877 1.06626 1.47486
H -2.99624 2.29892 9.46506
H -4.13166 1.40462 3.34926
H 2.34532 -3.19109 -5.06308
H 6.63863 0.81677 -8.65950
H 13.35049 -3.75599 -9.52618
H -2.04120 5.91757 6.40473
H -0.89286 0.49949 3.98021
H 13.92044 -1.67407 -7.88661
H -2.69167 -0.07102 7.56115
H -2.75038 -3.73056 2.37133
H -4.61393 6.33358 5.08038
H 0.88281 -4.05071 -5.57724
H -1.08059 -3.00109 -3.96124
H 3.78239 -1.00099 -0.62163
H -3.60401 -4.96923 1.48403
H -1.30074 -1.45226 -3.12985
H 4.22078 1.97165 -5.74410
H -3.80883 1.35057 -0.51853
H 3.16133 -2.46148 0.18832
H -6.90605 1.55825 0.62530
H 12.94908 -3.30167 -11.18898
H -3.76461 -3.56393 -0.22554
H -1.42749 0.75304 8.45312
H -1.81946 2.84127 7.35033
H -2.56957 -1.57478 3.22985
H -2.18279 0.60207 -0.48524
H 14.08294 -2.31247 -10.24964
H -4.67510 2.13588 1.12994
H -3.36762 3.76628 0.06541
H -5.43872 2.90637 10.07063
H -7.24033 1.25234 6.50873
H 2.64588 1.21141 -5.44081
H -1.39242 2.36466 2.93530
H -4.94878 -2.59471 0.69740
H -0.62564 0.67183 6.23637
H -2.66067 4.33432 1.54199
H -4.22408 4.87412 5.95756
H 13.62300 -0.37228 -6.72859
H -1.10289 4.24634 4.95443
H -4.66665 4.83458 4.19791
H -3.16576 2.16752 6.38533
H -4.49264 -3.93675 2.56568
H 11.09902 -5.22944 -6.41764
H 9.67417 -4.17748 -6.56326
H -6.03129 -0.91508 5.17851
H 3.28674 -1.59043 -10.19082
H -0.44253 2.25709 5.58193
H 0.14243 -1.71805 -4.12454
H -4.47495 3.30380 2.36438
*
```

The lowest Kohn-Sham gap belongs to which entry? C35H74BrN4O4